The following is a quantum chemistry calculation of a 3-piece molecular cluster, C4H7NO2 overall at a distorted geometry, from the Open Molecules 2025 dataset.

Computed properties:
- E_LUMO: 0.77 eV
- Electronic energy: -361.77679 Ha
- HOMO level: -8.77 eV
- Energy relative to the best compared isomer or geometry (same formula, charge and spin): 273.2 kJ/mol

ORCA input file:
```
! wB97M-V def2-TZVPD RIJCOSX def2/J DEFGRID3
* xyz 0 1
O 2.170 0.049 -0.166
C 1.380 0.864 0.580
C 1.035 2.085 0.184
N -1.487 0.050 -0.099
C -2.252 -0.753 -0.709
C 0.586 -2.328 0.677
O -0.018 -3.245 0.394
H 2.100 -0.840 0.205
H 1.033 0.447 1.526
H 0.411 2.700 0.821
H 1.361 2.472 -0.776
H -1.115 0.773 -0.721
H -2.511 -0.698 -1.773
H -2.695 -1.575 -0.142
*
```

Atom charges from the Löwdin analysis, given in e for atoms 1 to 5: atom 1 (O): -0.039, atom 2 (C): -0.335, atom 3 (C): -0.025, atom 4 (N): 0.032, atom 5 (C): -0.140

The following is a quantum chemistry calculation of C4H7NO2 as an isolated structure, from the Open Molecules 2025 dataset.

Computed properties:
- E_LUMO: 0.45 eV
- Electronic energy: -361.65857 Ha
- HOMO level: -9.68 eV
- Energy relative to the best compared isomer or geometry (same formula, charge and spin): 583.6 kJ/mol

ORCA input file:
```
! wB97M-V def2-TZVPD RIJCOSX def2/J DEFGRID3
* xyz 0 1
O -1.972 -1.111 0.090
C -1.220 -0.230 -0.215
C -1.204 1.286 -0.156
N 0.152 1.262 -0.765
C 0.224 -0.215 -0.737
C 1.188 -0.721 0.337
O 1.113 -0.127 1.518
H 0.732 -1.490 1.252
H 0.681 -2.026 0.463
H -1.247 1.653 0.876
H -1.956 1.800 -0.766
H 0.836 1.665 -0.129
H 0.400 -0.686 -1.711
H 2.180 -1.035 -0.040
*
```

Atom charges from the Löwdin analysis, given in e for atoms 1 to 5: atom 1 (O): 0.125, atom 2 (C): -0.345, atom 3 (C): -0.090, atom 4 (N): 0.010, atom 5 (C): -0.224

The following is a quantum chemistry calculation of C4H7NO2 as an isolated structure, from the Open Molecules 2025 dataset.

Computed properties:
- E_LUMO: 0.66 eV
- Electronic energy: -361.74695 Ha
- HOMO level: -10.25 eV
- Energy relative to the best compared isomer or geometry (same formula, charge and spin): 351.6 kJ/mol

ORCA input file:
```
! wB97M-V def2-TZVPD RIJCOSX def2/J DEFGRID3
* xyz 0 1
C -0.247 1.532 0.511
C 0.453 0.511 -0.371
C 0.904 -0.761 0.421
N -0.060 -1.805 0.008
C -1.224 -1.302 -0.382
O -2.357 -1.490 -0.594
O -0.412 -0.040 -1.354
H -1.106 1.089 1.030
H -0.605 2.383 -0.076
H 0.451 1.902 1.271
H 1.306 0.971 -0.880
H 0.931 -0.604 1.503
H 1.887 -1.118 0.098
H 0.078 -1.267 -1.184
*
```

Atom charges from the Löwdin analysis, given in e for atoms 1 to 5: atom 1 (C): -0.042, atom 2 (C): -0.415, atom 3 (C): -0.144, atom 4 (N): 0.067, atom 5 (C): -0.398